# 1
Formula: C10H10Cl2Mn
Source: the Open Molecules 2025 dataset
Level of theory: wB97M-V/def2-TZVPD

Its expectation value of S² is 8.759. As for the net charge: -2. Its energy above the lowest of the compared OMol25 structures with the same formula, charge and spin is 0.0 kJ/mol. The calculation puts the largest force on an atom at 3.8 eV/Å. For the lowest unoccupied orbital energy (alpha / beta), the calculation gives 5.84 / 5.75 eV. As for the multiplicity: 6.

Positions of all 23 atoms, in Å:
C (-3.09645, -1.14678, 0.55632)
C (-2.02635, -1.36057, -0.39085)
C (-1.48136, -0.08905, -0.75565)
H (-1.79115, -2.32860, -0.83707)
C (-2.11457, 0.92043, 0.04021)
C (-3.16703, 0.26118, 0.82320)
H (-3.90074, 0.73071, 1.48437)
H (-3.80073, -1.90222, 0.88832)
H (-0.76950, 0.06852, -1.57575)
H (-1.87898, 1.98638, 0.01285)
Mn (-1.22423, -0.40936, 1.44098)
Cl (0.13232, -2.17247, 1.48797)
C (2.87550, 0.23924, 0.59544)
C (2.75650, 1.50547, -0.08412)
C (2.38628, 1.23197, -1.43526)
H (2.79761, 2.48231, 0.39681)
C (2.25558, -0.18937, -1.57489)
C (2.59622, -0.79773, -0.32654)
H (2.56068, -1.85418, -0.10447)
H (2.97985, 0.11545, 1.66603)
H (2.17583, 1.96023, -2.21227)
H (1.95590, -0.72656, -2.47403)
Cl (-0.22118, 1.47497, 2.37840)

Atom charges from the natural (NBO) analysis, given in e for atoms 1 to 5: -0.414 -0.346 -0.350 0.228 -0.376

# 2
Formula: C4H14ClN3O4PtSSb
Source: the Open Molecules 2025 dataset
Level of theory: wB97M-V/def2-TZVPD

As for the net charge: +1. Its energy above the lowest of the compared OMol25 structures with the same formula, charge and spin is 112.5 kJ/mol. The calculation puts the largest force on an atom at 1.2 eV/Å. For the lowest unoccupied orbital energy, the calculation gives -4.01 eV.

Positions of all 29 atoms, in Å:
Pt (-0.07107, -0.65759, -0.50383)
N (1.61497, -2.37322, -0.33476)
N (1.25935, -3.23515, 0.70740)
C (0.12706, -3.07496, 1.40505)
N (-0.16232, -3.99001, 2.32409)
S (-0.97979, -1.77724, 1.18120)
H (1.67887, -2.87962, -1.21463)
H (2.50264, -1.92875, -0.13100)
H (1.82562, -4.05854, 0.85679)
H (0.40952, -4.80231, 2.48912)
H (-0.99269, -3.87910, 2.88228)
C (-0.34996, 3.06892, -1.42252)
Sb (-0.22645, 1.75665, 0.21746)
C (1.39845, 2.43704, 1.38017)
C (-1.90531, 2.22559, 1.40812)
H (-0.42294, 4.08827, -1.04737)
H (-1.23691, 2.80689, -1.99385)
H (0.53097, 2.95734, -2.04932)
H (1.22182, 3.48566, 1.61427)
H (2.32813, 2.33806, 0.82473)
H (1.45576, 1.85892, 2.29965)
H (-1.91790, 3.29279, 1.62208)
H (-1.85867, 1.66527, 2.33975)
H (-2.80384, 1.94813, 0.86099)
O (-1.88011, 0.30160, -2.54225)
Cl (-0.74407, -0.26833, -3.19778)
O (-0.53050, 0.26338, -4.48336)
O (0.50029, 0.12751, -2.31584)
O (-0.77092, -1.69721, -3.17666)

Atom charges from the natural (NBO) analysis, given in e for atoms 1 to 5: 0.454 -0.650 -0.423 0.323 -0.746